## A
The following is a DFT calculation (wB97M-V/def2-TZVPD) of one molecule with the formula C20H21N3O4.

```
48
C20H21N3O4, DFT wB97M-V/def2-TZVPD
O -2.163 -2.779 -0.422
O 3.197 5.555 3.490
O 1.561 5.840 4.855
O -2.382 -0.220 -2.271
N 2.131 5.236 3.972
N -0.328 0.609 1.986
N -0.435 -1.324 -2.611
C -0.336 1.336 -0.404
C -1.530 -1.007 -1.894
C -1.173 -0.918 0.613
C -0.964 -4.168 -2.902
C 2.136 3.303 2.475
C 1.528 2.166 1.986
C -0.592 0.340 0.670
C -0.725 -0.459 2.774
C -0.266 -1.750 -5.023
C 0.539 -2.295 -2.171
C 0.252 3.670 3.951
C -0.238 -0.733 -3.926
C 0.281 1.772 2.476
C -0.523 -0.492 4.247
C 0.224 -3.717 -2.551
C 1.495 4.049 3.457
C -1.648 -1.684 -0.528
C -1.234 -1.412 1.951
C 0.747 -1.982 -5.837
C -0.353 2.533 3.459
H -1.326 2.236 3.816
H 0.412 -0.009 4.527
H -1.123 -5.205 -3.142
H 0.631 -2.239 -1.078
H -0.499 -1.526 4.579
H -1.621 -2.371 2.228
H -0.222 4.276 4.707
H -1.057 -0.018 -4.059
H -1.830 -3.531 -2.945
H 1.075 -4.382 -2.490
H 0.689 -2.714 -6.623
H 1.675 -1.438 -5.761
H 0.717 -0.193 -3.933
H 3.102 3.622 2.116
H -1.190 1.383 -1.075
H -1.188 -2.304 -5.116
H 0.538 1.060 -0.996
H 1.507 -2.015 -2.601
H 2.018 1.565 1.236
H -0.171 2.326 0.016
H -1.337 0.007 4.774
```

Properties
* spin multiplicity: 1
* SMILES string: C=CCN(CC=C)C(=O)C(=O)c1cc(C)n(-c2ccc([N+](=O)[O-])cc2)c1C
* frontier orbital gap: 7.65 eV
* HOMO: -8.588 eV

***

## B
The following is a DFT calculation (wB97M-V/def2-TZVPD) of one molecule with the formula C20H21N3O4.

```
48
C20H21N3O4, DFT wB97M-V/def2-TZVPD
O -5.102 -2.310 -0.192
O 1.563 3.046 0.080
O 0.380 -1.012 0.015
O -5.901 -0.015 -1.080
N 6.594 -0.831 -0.231
N -0.199 1.634 -0.053
N 2.540 -1.603 -0.041
C 5.739 0.170 -0.212
C 6.313 1.546 -0.273
C -4.094 1.158 0.059
C -2.197 2.350 1.182
C -1.213 2.653 0.043
C 1.110 1.915 0.006
C -2.560 -0.133 1.361
C 3.881 -1.374 -0.099
C 4.342 -0.043 -0.140
C 3.364 0.988 -0.103
C -4.359 -1.236 0.202
C 2.031 0.729 -0.045
C -3.248 -1.290 1.024
C 6.146 -2.081 -0.183
C -6.384 1.197 -1.598
C -2.971 1.096 0.885
C 1.546 -0.644 -0.022
C -4.705 -3.585 0.242
C -4.793 0.017 -0.285
C 4.812 -2.417 -0.120
H -0.498 0.663 -0.065
H -4.410 2.122 -0.308
H 2.213 -2.563 -0.019
H 5.940 2.077 -1.146
H -6.681 1.888 -0.801
H 4.489 -3.446 -0.087
H -1.638 2.237 2.112
H -2.876 3.198 1.286
H -5.646 1.686 -2.243
H -3.696 -3.833 -0.103
H -1.761 2.712 -0.905
H -7.260 0.936 -2.190
H -5.418 -4.281 -0.199
H 6.038 2.115 0.613
H -4.746 -3.671 1.334
H 3.667 2.025 -0.116
H 6.912 -2.845 -0.199
H 7.395 1.474 -0.331
H -0.699 3.602 0.216
H -2.895 -2.233 1.408
H -1.695 -0.206 2.003
```

Properties
* spin multiplicity: 1
* SMILES string: COc1ccc(CCNC(=O)c2cc3c(C)nccc3[nH]c2=O)cc1OC
* frontier orbital gap: 7.47 eV
* HOMO: -7.892 eV

***

## C
The following is a DFT calculation (wB97M-V/def2-TZVPD) of C20H21N3O4 as an isolated structure.

```
48
C20H21N3O4, DFT wB97M-V/def2-TZVPD
O 0.716 3.310 1.144
O -0.069 -2.463 0.360
O -5.350 0.257 -3.063
O -0.401 2.499 -0.697
N 4.371 1.545 -0.747
N -0.152 -0.052 0.285
N -1.154 -1.792 3.205
C 4.952 -0.499 -1.926
C -4.273 1.276 -1.056
C -0.569 -1.380 0.772
C -1.615 -1.526 1.861
C 1.743 0.794 1.823
C -3.543 0.975 0.106
C 3.502 1.828 0.251
C 4.296 0.251 -1.014
C -4.541 -1.090 -1.458
C -4.801 0.170 -1.829
C 3.452 -0.373 -0.030
C 0.313 0.954 1.266
C 2.869 0.702 0.767
C -3.342 -0.281 0.563
C 3.127 -1.768 -0.215
C -2.713 -0.568 1.852
C 3.783 -2.483 -1.227
C -3.927 -1.267 -0.250
C 0.174 2.387 0.507
C 4.676 -1.868 -2.040
H 1.991 1.534 2.649
H -3.399 -1.019 2.706
H -1.975 -2.567 1.541
H 3.447 -3.479 -1.381
H 0.109 -2.000 3.135
H -0.817 1.640 -0.751
H 5.835 -0.173 -2.462
H -4.879 -2.002 -1.957
H 2.472 -2.212 0.630
H 0.841 -0.244 -0.087
H 3.622 2.885 0.472
H -4.276 2.369 -1.420
H -3.188 1.860 0.594
H 4.781 2.187 -1.435
H -3.738 -2.432 -0.102
H 5.084 -2.288 -2.980
H -1.348 -0.670 3.822
H -2.245 0.384 2.147
H 1.577 -0.164 2.367
H -5.625 1.184 -3.142
H -0.248 1.074 2.156
```

Properties
* spin multiplicity: 1
* frontier orbital gap: 8.45 eV
* HOMO: -7.989 eV

***

## D
The following is a DFT calculation (wB97M-V/def2-TZVPD) of one molecule with the formula C20H21N3O4.

```
48
C20H21N3O4, DFT wB97M-V/def2-TZVPD
O 6.801 2.114 -0.134
O -4.023 -2.377 -0.909
O 0.055 -2.993 1.799
O -2.419 -1.387 -2.079
N -0.610 -2.003 -0.093
N 2.481 -2.978 -0.254
N -1.436 2.183 1.215
C 3.153 0.095 -0.381
C -4.389 0.834 -0.341
C 4.450 2.017 0.327
C -2.881 -2.030 -0.977
C 3.251 1.342 0.266
C -4.505 3.223 -0.741
C -5.034 1.929 -0.901
C 4.334 -0.460 -0.924
C 5.568 0.159 -0.815
C -2.534 -1.306 1.437
C -2.603 2.322 0.427
C 5.633 1.406 -0.174
C -1.994 -2.191 0.261
C -3.247 3.423 -0.169
C 1.781 -1.906 0.426
C 0.347 -2.347 0.813
C -1.359 0.934 1.694
C 1.810 -0.623 -0.437
C -2.384 0.162 1.210
C -3.184 1.005 0.406
H 6.471 -0.222 -1.313
H -0.498 -1.431 -0.916
H -2.066 -3.255 0.592
H -2.763 4.393 -0.159
H 2.460 -3.872 0.270
H 7.485 1.574 -0.563
H 4.243 -1.419 -1.420
H -3.184 -1.498 -2.670
H -0.559 0.616 2.363
H -0.833 2.934 1.479
H -1.995 -1.610 2.346
H -5.044 4.102 -1.057
H 2.333 1.786 0.629
H -4.896 -0.167 -0.305
H 1.105 0.161 -0.050
H 4.541 3.015 0.814
H 2.306 -1.774 1.385
H -3.593 -1.588 1.570
H 1.491 -0.864 -1.513
H -6.022 1.839 -1.343
H 1.959 -3.263 -1.093
```

Properties
* spin multiplicity: 1
* SMILES string: N[C@@H](Cc1ccc(O)cc1)C(=O)N[C@@H](Cc1c[nH]c2ccccc12)C(=O)O
* frontier orbital gap: 8.44 eV
* HOMO: -7.905 eV

***

B is the most stable structure; the next one sits 3.3 kcal/mol above it.

***

## A
The following is a DFT calculation (wB97M-V/def2-TZVPD) of C19H34As2NO2S3Y as an isolated structure.

```
62
C19H34As2NO2S3Y, DFT wB97M-V/def2-TZVPD
Y -0.198 0.518 0.155
As 2.505 0.819 1.348
As 0.763 -2.003 1.438
S 1.166 -0.786 -2.121
S 0.779 2.574 -1.602
S -1.987 0.585 -2.124
O -1.460 2.360 0.566
O -0.587 1.308 2.270
N -2.505 -0.413 1.015
C -1.581 1.896 1.745
C 4.313 0.480 0.682
C 2.183 -2.970 0.519
C 3.003 -0.483 5.310
C 1.744 1.865 -2.974
C -2.961 1.681 2.288
C 2.412 -0.202 2.990
C -1.549 2.032 -3.146
C 1.656 -1.378 3.041
C 2.339 0.502 -2.655
C 2.244 -1.641 5.364
C 2.648 2.655 1.969
C -0.765 3.105 -2.403
C -1.453 -0.822 -3.148
C 3.087 0.232 4.125
C 1.578 -2.089 4.233
C 0.016 -0.872 -3.536
C -3.538 0.621 1.330
C -0.338 -3.484 2.070
H 3.522 2.793 2.602
H 1.745 2.890 2.529
H 2.877 -2.268 0.062
H 0.276 -4.241 2.555
H 2.886 0.126 -3.520
H -1.730 -1.699 -2.559
H 2.171 -2.201 6.287
H -2.267 -0.892 1.882
H 4.394 -0.533 0.291
H 3.527 -0.133 6.190
H -2.933 -1.123 0.426
H -0.836 -3.943 1.217
H 1.108 1.826 -3.856
H 0.274 -0.068 -4.222
H -2.481 2.470 -3.503
H 5.035 0.599 1.488
H -3.564 2.585 2.238
H 3.050 0.566 -1.829
H -1.013 1.670 -4.022
H -3.813 1.098 0.392
H -1.089 -3.131 2.776
H 1.745 -3.584 -0.268
H 0.207 -1.808 -4.061
H -4.428 0.167 1.766
H -1.346 3.519 -1.580
H -2.063 -0.848 -4.051
H -2.914 1.326 3.315
H 3.681 1.137 4.098
H 0.997 -3.000 4.297
H 2.720 -3.607 1.219
H 2.559 2.552 -3.205
H -0.530 3.919 -3.090
H 2.732 3.320 1.111
H 4.554 1.193 -0.106
```

Properties
* net charge: +2
* spin multiplicity: 1
* frontier orbital gap: 8.73 eV
* HOMO: -14.412 eV

***

## B
The following is a DFT calculation (wB97M-V/def2-TZVPD) of C19H34As2NO2S3Y as an isolated structure.

```
62
C19H34As2NO2S3Y, DFT wB97M-V/def2-TZVPD
Y -0.248 -0.304 -0.376
As 2.108 -0.528 1.360
As -0.678 -2.315 1.710
S -0.918 1.746 1.679
S -3.122 -0.082 -0.191
S -0.997 2.159 -1.723
O 0.416 -2.258 -1.327
O -1.069 -1.028 -2.343
N 1.688 0.159 -2.156
C -3.626 1.059 1.140
C 2.223 -2.450 1.615
C 3.452 -3.101 1.647
C 1.128 -4.563 2.007
C 3.949 0.006 0.976
C -0.644 3.481 -0.518
C 1.049 -3.192 1.786
C -3.493 0.852 -1.709
C -1.841 -3.663 0.925
C -2.817 2.207 -1.859
C 1.923 0.121 3.193
C 2.357 -5.203 2.039
C 0.840 -1.670 -3.622
C -2.575 1.221 2.228
C 1.351 -0.217 -3.560
C -1.274 -2.325 3.578
C 3.519 -4.471 1.853
C -1.271 3.340 0.860
C -0.032 -1.759 -2.403
H -3.886 2.016 0.692
H -2.333 -2.073 3.635
H 0.912 -0.060 3.555
H 0.561 0.455 -3.892
H 0.446 3.496 -0.449
H 4.375 -2.549 1.516
H 2.211 -0.098 -4.220
H -2.858 -3.276 0.876
H -4.537 0.670 1.595
H -2.395 0.274 2.742
H 0.228 -5.149 2.149
H -2.930 1.929 2.978
H -0.702 -1.613 4.170
H 0.276 -1.821 -4.539
H 2.406 -6.270 2.207
H 4.299 -0.431 0.042
H 3.994 1.092 0.900
H 4.612 -0.306 1.783
H -3.184 2.925 -1.127
H -4.574 0.982 -1.775
H -0.943 4.437 -0.949
H -2.352 3.461 0.819
H -1.133 -3.319 4.001
H -1.847 -4.574 1.522
H 2.447 -0.444 -1.844
H -0.889 4.136 1.500
H -3.191 0.171 -2.505
H 4.481 -4.963 1.875
H -3.059 2.607 -2.843
H 2.074 1.099 -2.160
H 2.110 1.194 3.214
H -1.483 -3.883 -0.079
H 1.651 -2.393 -3.563
H 2.636 -0.384 3.843
```

Properties
* net charge: +2
* spin multiplicity: 1
* frontier orbital gap: 8.76 eV
* HOMO: -14.434 eV

***

A is the most stable structure; the next one sits 1.3 kcal/mol above it.